This record from the Open Molecules 2025 dataset describes a 2-piece molecular cluster, C12H21N3O8 overall in a non-equilibrium geometry. The level of theory is wB97M-V/def2-TZVPD.

Geometry as XYZ:
```
44
Properties=species:S:1:pos:R:3:forces:R:3:nbo_charge:R:1
O -4.85643 -2.00063 0.14842 -0.1 -0.3 0.1 -0.6257
O -0.96222 1.99037 0.26921 -0.2 0.1 0.1 -0.6798
O 2.88346 -3.61274 1.14538 1.0 1.0 -0.2 -0.6107
N 0.73025 -0.03114 -2.33963 1.2 1.3 0.7 -0.1289
O 0.32320 -1.25905 -2.92791 1.0 -0.6 1.2 -0.6049
O 4.81582 -2.45467 0.89730 -1.2 0.3 -0.1 -0.6647
O 1.27800 2.41498 -1.09844 0.9 -0.7 -0.1 -0.7458
O 3.05477 2.38324 1.08890 -0.1 -0.1 0.0 -0.7281
O 1.29713 -1.46313 1.16855 0.6 -0.5 0.0 -0.7324
C -4.03168 -1.24771 -0.34122 -1.8 -0.3 -0.5 0.6642
C -1.86168 1.17390 0.43903 0.3 0.0 0.1 0.6787
C 3.46558 -2.56451 0.90074 -1.3 -1.0 0.3 0.7806
C 1.66647 -0.02653 -1.41153 -2.1 -1.6 -2.5 0.2133
N -2.93422 1.44712 1.19446 -0.6 -0.2 0.0 -0.5969
N -2.81332 -1.15432 0.19102 1.9 0.8 0.2 -0.6238
C -4.40538 -0.39767 -1.54095 0.2 -0.1 0.2 -0.7194
C -3.16473 2.72117 1.87444 0.4 -0.1 -0.2 -0.4160
C -1.75074 -0.21786 -0.19904 -0.9 -0.2 0.3 -0.3231
C 2.37404 -1.29119 -0.97141 0.2 -0.1 0.0 -0.5013
C 2.16077 1.29857 -0.85544 -1.8 0.6 0.2 0.0421
C 3.23142 -0.01712 1.03679 -0.2 0.1 0.1 -0.4282
C 2.38357 1.19844 0.65693 0.3 0.2 0.0 0.0780
C 2.58798 -1.32993 0.54885 0.4 0.6 0.2 0.1712
H -0.00846 -1.11986 -3.83456 0.3 0.9 0.8 0.4880
H 5.14507 -3.33304 1.14354 0.0 0.0 0.0 0.5041
H 0.39798 2.26000 -0.67074 0.6 -0.3 -0.2 0.5120
H 2.57978 3.16008 0.73588 0.1 -0.7 0.0 0.4905
H 1.08993 -2.41848 1.22337 0.3 0.4 -0.1 0.4988
H -3.62073 0.71594 1.30918 0.1 0.1 0.0 0.4101
H -2.62509 -1.78711 0.95348 -0.1 0.0 0.0 0.4118
H -3.76925 -0.66158 -2.38386 0.1 0.2 -0.1 0.2297
H -4.28933 0.65732 -1.30295 0.1 0.2 -0.2 0.2250
H -5.44467 -0.59540 -1.80137 0.2 -0.1 0.1 0.2493
H -4.21080 2.80432 2.17391 0.1 -0.2 -0.1 0.2113
H -2.91747 3.54972 1.20647 0.0 -0.1 0.1 0.2220
H -2.53048 2.78613 2.76074 -0.1 0.1 0.0 0.2066
H -1.74282 -0.09643 -1.28156 0.1 0.1 0.0 0.2454
H -0.79110 -0.64140 0.08899 0.1 0.1 0.0 0.2606
H 1.81571 -2.18264 -1.26909 0.0 0.2 -0.1 0.2526
H 3.34316 -1.33004 -1.47761 0.1 0.0 0.0 0.2348
H 3.12183 1.50479 -1.33666 0.0 0.2 0.0 0.2019
H 3.34230 -0.04996 2.12488 0.0 0.0 -0.1 0.2338
H 4.23125 0.09464 0.60535 -0.1 -0.1 0.0 0.2265
H 1.41110 1.12339 1.15815 0.0 0.0 -0.2 0.1868
```
Positions in Å, forces in eV/Å.

## Properties
M: 335.31 g/mol
structure (SMILES): O=C(O)[C@]1(O)C/C(=N\O)[C@@H](O)[C@H](O)C1.CNC(=O)CNC(C)=O
frontier orbital gap: 9.842 eV
E_HOMO: -9.453 eV